(1)
The following is a DFT calculation (ωB97M-V with the def2-TZVPD basis set) of a molecular structure, C4H14N2O2.

Element x y z (Å)
C: -0.133 2.720 -1.366
C: 0.588 1.473 -0.833
C: -0.410 0.538 -0.211
C: -0.648 -0.691 -0.870
N: -1.562 -1.552 -0.263
N: -0.980 0.923 0.990
H: 0.580 3.468 -1.650
H: -0.800 3.175 -0.605
H: -0.756 2.489 -2.248
H: 1.392 1.645 -0.111
H: 1.021 0.923 -1.679
H: -0.665 -0.497 -1.920
H: -1.040 -2.051 0.451
H: -1.992 -2.156 -0.930
H: -0.778 0.203 1.684
H: -1.984 0.860 0.800
H: 0.736 -1.552 2.785
H: 1.490 -1.336 1.032
O: 0.527 -1.586 1.862
H: 2.698 -1.953 0.153
H: 0.406 -0.708 -0.168
O: 2.196 -1.150 0.170

## Properties
energy above the lowest of the compared OMol25 structures with the same formula, charge and spin = 367.9 kJ/mol
2S+1 = 1
total charge = 0
highest occupied orbital energy = -8.7 eV

Atom charges from the Löwdin analysis, given in e for atoms 1 to 2: -0.08 -0.18

---

(2)
The following is a DFT calculation (ωB97M-V with the def2-TZVPD basis set) of a molecular structure, C41H65HfN5O4.

Element x y z (Å)
Hf: 1.488 -0.917 -1.048
C: 1.489 5.169 -2.380
N: 0.776 4.009 -3.010
C: -0.148 4.405 -4.058
C: 0.121 3.005 -1.997
C: 1.103 2.684 -0.888
N: 0.772 1.479 -0.066
C: -0.649 1.503 0.380
C: -1.703 0.975 -0.517
C: -2.961 1.532 -0.310
C: -4.065 1.214 -1.067
C: -3.778 0.483 -2.248
C: -2.554 -0.099 -2.530
C: -1.501 0.033 -1.594
O: -0.423 -0.753 -1.545
C: -2.524 -0.878 -3.851
C: -3.094 -2.321 -3.634
C: -1.106 -1.049 -4.380
C: -3.240 -0.048 -4.965
C: -5.514 1.440 -0.537
C: -5.919 2.929 -0.651
C: -5.492 1.084 0.960
C: -6.480 0.525 -1.296
C: 1.545 1.682 1.227
C: 1.448 0.641 2.331
C: 0.981 0.970 3.629
C: 1.128 0.153 4.713
C: 1.778 -1.086 4.456
C: 2.273 -1.439 3.189
C: 1.802 -0.684 2.100
O: 1.574 -1.218 0.885
C: 3.359 -2.488 3.098
C: 4.303 -2.380 1.919
C: 4.226 -2.348 4.387
C: 2.704 -3.900 3.156
C: 0.680 0.536 6.158
C: 0.675 -0.720 7.057
C: -0.753 1.131 6.060
C: 1.600 1.525 6.856
H: 0.765 5.743 -1.757
H: 1.929 5.769 -3.181
H: 2.237 4.776 -1.666
H: -0.705 5.301 -3.735
H: -0.890 3.638 -4.332
H: 0.511 4.703 -4.914
H: -0.165 2.069 -2.581
H: -0.753 3.510 -1.619
H: 1.190 3.544 -0.241
H: 2.073 2.539 -1.382
H: -0.872 2.594 0.681
H: -0.680 0.937 1.363
H: -3.050 2.241 0.521
H: -4.620 0.336 -2.971
H: -2.361 -2.888 -3.073
H: -3.348 -2.739 -4.620
H: -4.012 -2.325 -3.046
H: -0.430 -1.728 -3.842
H: -0.606 -0.044 -4.360
H: -1.170 -1.354 -5.421
H: -4.288 -0.370 -5.117
H: -2.790 -0.162 -5.997
H: -3.168 1.025 -4.729
H: -5.212 3.549 -0.033
H: -6.906 3.066 -0.180
H: -5.933 3.247 -1.649
H: -4.954 1.857 1.579
H: -5.035 0.118 1.186
H: -6.552 1.017 1.334
H: -6.584 0.842 -2.319
H: -7.495 0.535 -0.851
H: -6.112 -0.494 -1.256
H: 1.270 2.648 1.632
H: 2.583 1.769 0.902
H: 0.392 1.875 3.665
H: 1.992 -1.774 5.228
H: 4.788 -1.385 1.750
H: 3.785 -2.625 0.959
H: 5.121 -3.076 2.054
H: 4.476 -1.276 4.594
H: 5.148 -2.959 4.367
H: 3.677 -2.688 5.318
H: 2.146 -4.072 2.235
H: 1.952 -4.024 3.964
H: 3.516 -4.602 3.349
H: 0.115 -1.510 6.577
H: 0.251 -0.520 8.078
H: 1.729 -1.105 7.249
H: -1.379 0.466 5.467
H: -0.739 2.069 5.512
H: -1.234 1.267 7.053
H: 2.670 1.272 6.774
H: 1.434 1.658 7.931
H: 1.507 2.530 6.337
N: 2.109 0.371 -2.609
N: 3.407 0.752 -2.494
C: 4.081 0.429 -1.361
O: 5.236 0.761 -1.180
O: 3.305 -0.218 -0.490
H: 1.681 0.418 -3.540
H: 1.622 3.479 -3.449
H: 3.950 1.161 -3.268
C: 3.739 -2.685 -3.336
C: 2.452 -3.325 -2.945
C: 1.813 -4.394 -3.636
C: 0.788 -4.830 -2.784
C: 0.790 -4.044 -1.602
C: 0.080 -4.512 -0.369
N: 1.747 -3.020 -1.739
H: 4.346 -3.286 -4.014
H: 4.339 -2.480 -2.405
H: 3.566 -1.677 -3.783
H: 2.052 -4.818 -4.595
H: 0.209 -5.740 -2.901
H: 0.666 -5.265 0.180
H: -0.850 -4.959 -0.758
H: -0.266 -3.683 0.297

## Properties
2S+1 = 1
total charge = 0
highest occupied orbital energy = -6.1 eV

Atom charges from the Löwdin analysis, given in e for atoms 1 to 2: 1.63 0.00

---

(3)
The following is a DFT calculation (ωB97M-V with the def2-TZVPD basis set) of 2 unconnected molecules or ions with the total composition C3H2ClNO2.

Element x y z (Å)
N: -0.555 0.179 1.980
C: -0.165 0.477 0.895
C: 0.597 0.647 -0.116
Cl: 1.416 2.155 -0.427
H: -1.452 0.186 2.291
H: 0.918 -0.031 -0.951
O: 3.573 -1.589 1.183
C: 3.554 -1.181 0.114
O: 3.394 -0.637 -0.894

## Properties
energy above the lowest of the compared OMol25 structures with the same formula, charge and spin = 117.0 kJ/mol
2S+1 = 1
SMILES string = N=C=CCl.O=C=O
total charge = 0
highest occupied orbital energy = -8.9 eV

Atom charges from the Löwdin analysis, given in e for atoms 1 to 2: 0.21 -0.29

---

(4)
The following is a DFT calculation (ωB97M-V with the def2-TZVPD basis set) of 2 unconnected molecules or ions with the total composition C5H10ClF3P.

Element x y z (Å)
C: -0.206 -1.662 1.189
C: -1.138 0.199 -1.379
C: 0.741 -1.855 -1.506
C: 0.611 2.745 1.038
C: -0.316 1.563 0.974
F: 0.159 3.971 1.459
F: -1.474 1.831 1.538
F: 1.429 0.122 0.031
P: 0.094 -0.646 -0.299
Cl: 0.996 1.762 2.471
H: -0.177 -2.733 0.790
H: -1.106 -1.318 1.851
H: 0.679 -1.563 1.709
H: -1.860 0.926 -0.977
H: -1.663 -0.604 -1.831
H: -0.552 0.807 -1.965
H: 1.869 -2.000 -1.464
H: 0.340 -1.600 -2.538
H: 0.310 -2.847 -1.296
H: 1.264 2.905 0.202

## Properties
energy above the lowest of the compared OMol25 structures with the same formula, charge and spin = 250.7 kJ/mol
2S+1 = 1
total charge = +1
highest occupied orbital energy = -13.8 eV

Atom charges from the Löwdin analysis, given in e for atoms 1 to 2: -0.14 -0.14

---

(5)
The following is a DFT calculation (ωB97M-V with the def2-TZVPD basis set) of 2 unconnected molecules or ions with the total composition CH8N3.

Element x y z (Å)
N: -0.163 1.446 -1.911
H: -0.097 1.074 -2.863
H: 0.383 0.083 -0.891
H: 0.428 2.280 -1.810
H: -1.149 1.723 -1.809
N: -0.644 -0.248 1.632
C: 0.246 -0.952 0.981
N: 0.666 -0.710 -0.241
H: -0.988 0.629 1.250
H: -1.224 -0.709 2.341
H: 0.686 -1.781 1.490
H: 1.448 -1.233 -0.639

## Properties
energy above the lowest of the compared OMol25 structures with the same formula, charge and spin = 30.0 kJ/mol
2S+1 = 2
total charge = +2
highest occupied orbital energy (spin up / spin down) = -21.5 / -20.6 eV
<S²> = 0.761

Atom charges from the Löwdin analysis, given in e for atoms 1 to 2: 0.35 0.15